# 1
{
  "formula": "C6H8N2O12S3Zn",
  "method": "ωB97M-V with the def2-TZVPD basis set",
  "symbols": ["Zn", "S", "O", "O", "O", "O", "S", "O", "O", "O", "O", "S", "O", "O", "O", "O", "C", "C", "N", "H", "H", "H", "N", "C", "C", "C", "C", "H", "H", "H", "H", "H"],
  "coordinates": [[-29.44, 9.59, 25.57], [-31.36, 11.39, 25.48], [-31.27, 11.98, 26.82], [-31.60, 9.90, 25.59], [-32.40, 12.03, 24.65], [-30.01, 11.42, 24.79], [-27.00, 9.82, 26.76], [-26.75, 8.67, 27.64], [-25.81, 10.70, 26.71], [-27.40, 9.37, 25.37], [-28.26, 10.54, 27.18], [-29.79, 6.31, 26.71], [-31.25, 6.00, 26.83], [-29.16, 5.39, 25.72], [-29.65, 7.73, 26.22], [-29.14, 6.16, 28.03], [-31.69, 9.84, 21.71], [-30.73, 9.28, 22.65], [-29.94, 8.87, 23.37], [-31.45, 10.91, 21.66], [-32.70, 9.79, 22.13], [-31.60, 9.33, 20.76], [-30.01, 8.35, 30.17], [-30.79, 8.36, 31.29], [-31.92, 9.10, 31.01], [-31.73, 9.64, 29.70], [-30.57, 9.12, 29.19], [-29.15, 7.84, 30.03], [-30.56, 7.71, 32.12], [-32.80, 9.26, 31.62], [-32.32, 10.35, 29.15], [-29.93, 9.32, 28.34]],
  "lowdin_charge": [0.59, 0.23, -0.40, -0.42, -0.47, -0.44, 0.25, -0.41, -0.47, -0.45, -0.43, 0.22, -0.48, -0.49, -0.44, -0.45, -0.07, -0.23, 0.22, 0.08, 0.08, 0.06, 0.04, -0.21, -0.17, -0.11, -0.07, 0.14, 0.07, 0.04, 0.08, 0.10],
  "charge": -4,
  "relative_energy_kj_mol": 79.9,
  "total_energy_ha": -4219.5436,
  "max_force_ev_per_a": 1.3,
  "e_homo_ev": 4.39
}


# 2
{
  "formula": "C14H6FIO2",
  "method": "ωB97M-V with the def2-TZVPD basis set",
  "symbols": ["O", "C", "C", "C", "C", "C", "F", "C", "C", "C", "O", "C", "C", "C", "I", "C", "C", "C", "H", "H", "H", "H", "H", "H"],
  "coordinates": [[-0.39, -1.50, 2.35], [-0.22, -0.82, 1.38], [-1.32, -0.05, 0.73], [-2.33, 0.57, 1.45], [-3.31, 1.29, 0.79], [-3.28, 1.38, -0.60], [-4.23, 2.08, -1.23], [-2.30, 0.75, -1.34], [-1.31, 0.04, -0.67], [-0.21, -0.62, -1.42], [-0.35, -1.11, -2.50], [1.10, -0.59, -0.70], [2.30, -0.48, -1.39], [3.48, -0.42, -0.67], [5.28, -0.20, -1.73], [3.49, -0.49, 0.72], [2.29, -0.63, 1.40], [1.09, -0.68, 0.70], [-2.34, 0.50, 2.53], [-4.09, 1.79, 1.33], [-2.26, 0.80, -2.42], [2.27, -0.44, -2.47], [4.41, -0.45, 1.27], [2.24, -0.72, 2.48]],
  "lowdin_charge": [0.15, -0.30, -0.09, 0.02, 0.02, -0.26, 0.08, 0.08, -0.07, -0.30, 0.15, -0.08, -0.08, -0.70, 0.87, -0.12, 0.01, -0.08, 0.13, 0.12, 0.14, 0.11, 0.10, 0.12],
  "smiles": "O=C1c2ccc(F)cc2C(=O)c2cc(I)ccc21",
  "total_energy_ha": -1085.1553,
  "max_force_ev_per_a": 0.9,
  "e_homo_ev": -9.31
}


# 3
{
  "formula": "C52H49B2N9O2PtS",
  "method": "ωB97M-V with the def2-TZVPD basis set",
  "symbols": ["Pt", "C", "C", "C", "C", "N", "N", "B", "N", "N", "C", "C", "C", "C", "C", "C", "C", "C", "C", "C", "N", "N", "C", "C", "C", "C", "C", "C", "C", "C", "C", "C", "C", "C", "C", "C", "C", "C", "H", "H", "H", "H", "H", "H", "H", "H", "H", "H", "H", "H", "H", "H", "H", "H", "H", "H", "H", "H", "H", "H", "H", "H", "H", "H", "H", "H", "N", "C", "C", "C", "C", "C", "C", "S", "N", "C", "C", "C", "C", "C", "C", "N", "H", "H", "H", "H", "H", "H", "H", "H", "H", "C", "C", "C", "C", "C", "C", "C", "C", "O", "B", "O", "C", "C", "H", "H", "H", "H", "H", "H", "H", "H", "H", "H", "H", "H"],
  "coordinates": [[-0.48, 0.43, 0.51], [-2.01, 4.44, 3.98], [-2.27, 3.13, 3.32], [-3.24, 2.19, 3.60], [-3.04, 1.16, 2.68], [-1.99, 1.44, 1.91], [-1.53, 2.66, 2.29], [-0.30, 3.30, 1.65], [0.97, 2.51, 2.01], [1.04, 1.20, 1.67], [2.25, 0.73, 2.06], [2.90, 1.77, 2.72], [2.07, 2.87, 2.67], [2.29, 4.24, 3.21], [2.84, -0.61, 1.87], [2.46, -1.54, 0.89], [3.09, -2.77, 0.79], [4.10, -3.12, 1.67], [4.48, -2.22, 2.66], [3.86, -0.99, 2.75], [-0.38, 3.29, 0.09], [-0.80, 2.18, -0.57], [-1.00, 2.54, -1.87], [-0.66, 3.87, -2.01], [-0.28, 4.32, -0.75], [0.10, 5.70, -0.34], [-1.73, 1.73, -2.84], [-1.65, 1.92, -4.17], [-2.46, 1.13, -5.10], [-3.30, 0.17, -4.71], [-3.47, -0.22, -3.28], [-2.60, 0.63, -2.30], [-3.87, -0.04, 2.52], [-4.45, -0.34, 1.28], [-5.33, -1.41, 1.16], [-5.63, -2.19, 2.27], [-5.07, -1.89, 3.50], [-4.20, -0.82, 3.63], [-2.76, 4.60, 4.76], [-1.03, 4.47, 4.44], [-2.08, 5.26, 3.27], [-4.02, 2.27, 4.34], [-0.18, 4.42, 2.02], [3.89, 1.75, 3.15], [3.29, 4.31, 3.64], [2.20, 4.99, 2.43], [1.57, 4.47, 4.00], [1.67, -1.34, 0.19], [2.78, -3.46, 0.02], [4.59, -4.08, 1.60], [5.26, -2.47, 3.36], [4.16, -0.32, 3.54], [-0.79, 4.48, -2.89], [0.13, 6.34, -1.21], [-0.62, 6.10, 0.37], [1.08, 5.70, 0.14], [-0.97, 2.65, -4.58], [-2.37, 1.37, -6.15], [-3.90, -0.35, -5.45], [-4.52, -0.26, -3.01], [-3.16, 0.97, -1.42], [-4.26, 0.31, 0.44], [-5.81, -1.60, 0.21], [-6.34, -3.01, 2.18], [-5.32, -2.48, 4.37], [-3.77, -0.58, 4.59], [-2.07, -3.09, 2.07], [-1.94, -3.21, 3.47], [-2.70, -4.15, 4.15], [-2.63, -4.23, 5.53], [-1.82, -3.34, 6.23], [-1.08, -2.39, 5.55], [-1.12, -2.33, 4.16], [-0.07, -1.16, 3.37], [-0.69, -1.20, 1.75], [-1.57, -2.09, 1.35], [-2.04, -1.91, -0.06], [-2.96, -2.80, -0.74], [-3.31, -2.57, -2.01], [-2.67, -1.51, -2.84], [-1.74, -0.61, -2.03], [-1.56, -0.86, -0.63], [-2.77, -3.68, 1.64], [-3.35, -4.82, 3.60], [-3.21, -4.97, 6.05], [-1.76, -3.39, 7.31], [-0.45, -1.70, 6.10], [-3.40, -3.62, -0.19], [-4.03, -3.22, -2.49], [-2.18, -1.99, -3.69], [-0.75, -0.52, -2.47], [5.08, -2.85, -4.73], [4.77, -1.42, -5.19], [3.82, -1.46, -6.39], [6.08, -0.76, -5.62], [4.09, -0.66, -4.05], [4.54, 0.58, -3.61], [3.93, 1.30, -2.58], [2.82, 0.72, -2.01], [2.01, 1.18, -0.98], [1.07, 0.21, -0.83], [1.21, -0.85, -1.70], [2.35, -0.51, -2.45], [2.95, -1.22, -3.45], [5.61, -3.39, -5.53], [4.18, -3.42, -4.51], [5.72, -2.85, -3.85], [4.28, -2.02, -7.21], [3.59, -0.46, -6.75], [2.88, -1.96, -6.14], [6.55, -1.36, -6.39], [6.78, -0.67, -4.79], [5.91, 0.23, -6.04], [5.41, 1.02, -4.07], [4.30, 2.26, -2.25], [2.55, -2.18, -3.76]],
  "lowdin_charge": [1.54, 0.00, -0.24, 0.06, -0.24, 0.02, 0.04, -0.49, 0.06, -0.06, -0.22, 0.06, -0.23, 0.01, -0.17, -0.05, -0.04, -0.05, -0.05, -0.02, 0.06, -0.03, -0.18, 0.07, -0.22, 0.01, -0.12, 0.01, -0.04, -0.03, -0.15, -0.12, -0.17, -0.04, -0.08, -0.07, -0.07, -0.02, 0.09, 0.08, 0.09, 0.13, 0.12, 0.12, 0.10, 0.08, 0.09, 0.06, 0.12, 0.11, 0.12, 0.11, 0.13, 0.09, 0.09, 0.09, 0.12, 0.11, 0.12, 0.15, 0.14, 0.11, 0.11, 0.11, 0.12, 0.13, 0.18, -0.24, -0.01, -0.05, -0.05, -0.08, -0.44, 1.09, -0.34, -0.30, -0.14, 0.01, 0.04, -0.14, -0.21, 0.00, 0.14, 0.13, 0.12, 0.12, 0.12, 0.11, 0.14, 0.17, 0.15, -0.04, -0.56, -0.04, -0.06, -0.15, 0.00, 0.04, -0.16, 0.18, -0.70, 0.11, -0.15, 0.07, 0.09, 0.07, 0.09, 0.09, 0.09, 0.08, 0.09, 0.09, 0.09, 0.11, 0.13, 0.13],
  "charge": 2,
  "total_energy_ha": -3221.1549,
  "max_force_ev_per_a": 0.6,
  "e_homo_ev": -12.80
}


# 4
{
  "formula": "C22H40NO8",
  "method": "ωB97M-V with the def2-TZVPD basis set",
  "symbols": ["C", "C", "C", "C", "C", "O", "C", "C", "C", "C", "C", "C", "C", "N", "O", "C", "C", "C", "C", "H", "H", "H", "H", "H", "H", "H", "H", "H", "H", "H", "H", "H", "H", "H", "H", "H", "H", "H", "H", "H", "H", "H", "H", "H", "H", "H", "H", "H", "H", "H", "H", "C", "C", "O", "C", "O", "O", "H", "H", "H", "H", "C", "C", "O", "C", "O", "O", "H", "H", "H", "H"],
  "coordinates": [[1.96, -5.13, -1.36], [1.13, -4.00, -1.98], [1.97, -2.73, -2.07], [1.36, -1.62, -2.93], [0.45, -0.62, -2.19], [0.87, -0.36, -0.86], [2.13, 0.27, -0.74], [2.38, 0.62, 0.73], [3.29, -0.36, 1.48], [-0.96, -1.22, -2.07], [-2.07, -0.26, -1.67], [-2.08, 0.02, -0.15], [-3.39, -0.97, -2.00], [-2.06, 0.99, -2.46], [-3.01, 1.80, -2.19], [-0.74, 1.64, -2.65], [-0.90, 2.61, -3.84], [-0.33, 2.49, -1.46], [0.32, 0.63, -3.06], [2.62, -5.56, -2.11], [1.30, -5.90, -0.97], [2.58, -4.74, -0.57], [0.88, -4.29, -2.99], [0.23, -3.83, -1.40], [2.21, -2.40, -1.06], [2.91, -3.02, -2.53], [0.76, -2.12, -3.69], [2.14, -1.08, -3.46], [2.18, 1.19, -1.32], [2.95, -0.37, -1.07], [1.40, 0.63, 1.20], [2.75, 1.65, 0.78], [4.26, 0.12, 1.64], [2.88, -0.51, 2.47], [3.42, -1.28, 0.94], [-1.20, -1.77, -2.97], [-0.90, -1.96, -1.27], [-2.09, 1.08, 0.07], [-1.26, -0.47, 0.35], [-2.99, -0.38, 0.28], [-4.23, -0.34, -1.74], [-3.48, -1.88, -1.42], [-3.44, -1.19, -3.06], [0.09, 2.99, -4.09], [-1.50, 3.46, -3.54], [-1.31, 2.10, -4.70], [0.08, 1.90, -0.64], [0.43, 3.20, -1.77], [-1.16, 3.06, -1.08], [0.04, 0.26, -4.04], [1.27, 1.13, -3.19], [-2.15, -1.03, 3.71], [-1.87, -0.95, 5.20], [-0.44, -1.00, 5.24], [0.03, -0.56, 4.05], [1.18, -0.30, 3.83], [-0.96, -0.45, 3.15], [-3.03, -0.47, 3.41], [-2.23, -2.06, 3.36], [-2.20, 0.00, 5.63], [-2.30, -1.77, 5.76], [0.51, 3.97, 4.21], [0.49, 3.78, 2.71], [-0.44, 2.70, 2.55], [-1.24, 2.67, 3.64], [-2.20, 1.98, 3.73], [-0.79, 3.52, 4.59], [0.66, 5.00, 4.51], [1.26, 3.34, 4.69], [0.10, 4.66, 2.18], [1.46, 3.52, 2.29]],
  "lowdin_spin": [0.00, 0.00, 0.00, 0.00, 0.00, 0.00, 0.00, 0.00, 0.00, 0.00, 0.03, 0.02, 0.00, 0.38, 0.51, 0.03, 0.00, 0.02, 0.00, 0.00, 0.00, 0.00, 0.00, 0.00, 0.00, 0.00, 0.00, 0.00, 0.00, 0.00, 0.00, 0.00, 0.00, 0.00, 0.00, 0.00, 0.00, 0.00, 0.00, 0.00, 0.00, 0.00, 0.00, 0.00, 0.00, 0.00, 0.00, 0.00, 0.00, 0.00, 0.00, 0.00, 0.00, 0.00, 0.00, 0.00, 0.00, 0.00, 0.00, 0.00, 0.00, 0.00, 0.00, 0.00, 0.00, 0.00, 0.00, 0.00, 0.00, 0.00, 0.00],
  "spin_multiplicity": 2,
  "relative_energy_kj_mol": 0.0,
  "total_energy_ha": -1518.9015,
  "max_force_ev_per_a": 1.4,
  "e_homo_ev": [-8.12, -9.24]
}


# 5
{
  "formula": "C2N4",
  "method": "ωB97M-V with the def2-TZVPD basis set",
  "symbols": ["N", "C", "N", "N", "C", "N"],
  "coordinates": [[0.53, 1.79, 0.41], [-0.34, 1.12, 0.09], [-1.22, 0.22, -0.38], [-0.80, -0.94, -0.55], [0.43, -1.14, -0.08], [1.40, -1.06, 0.52]],
  "lowdin_charge": [0.22, -0.30, 0.07, 0.08, -0.30, 0.22],
  "relative_energy_kj_mol": 341.3,
  "smiles": "N#C/N=N\\C#N",
  "total_energy_ha": -295.0997,
  "max_force_ev_per_a": 1.7,
  "e_homo_ev": -11.92
}